[1]
The following is a DFT calculation (ωB97M-V with the def2-TZVPD basis set) of the molecule C17H28N2O2.

Computed properties:
- Orbital gap: 9.58 eV
- 2S+1: 1
- SMILES: Cc1cccc(C)c1OCCOCCN1CCN(C)CC1
- Energy relative to the best compared isomer or geometry (same formula, charge and spin): 299.0 kJ/mol
- Electronic energy: -924.52812 Eh
- LUMO: 0.91 eV
- HOMO energy: -0.31871 Eh

Last column: Löwdin charge in e.
Positions of all 49 atoms, in Å:
C  2.50404  -4.34696  0.77357  -0.0320
C  1.02327  -4.57671  0.71835  -0.2009
C  0.51078  -5.86056  0.59382  -0.0517
C  -0.85376  -6.07659  0.54704  -0.0859
C  -1.72431  -5.00681  0.63726  -0.0517
C  -1.24671  -3.70932  0.76223  -0.1999
C  -2.19541  -2.55266  0.86281  -0.0327
C  0.13360  -3.50304  0.79408  -0.1988
O  0.63213  -2.21374  0.94844  -0.0817
C  0.87214  -1.54859  -0.27618  -0.1572
C  1.54516  -0.21679  0.03694  -0.1843
O  1.78012  0.44773  -1.18438  -0.1387
C  2.60671  1.57887  -1.07941  -0.2090
C  2.08311  2.68271  -0.14449  -0.1866
N  0.64513  2.85043  -0.21044  -0.1748
C  0.18646  3.82387  0.76253  -0.1843
C  -1.33596  3.88520  0.75881  -0.1958
N  -1.80482  4.27576  -0.55598  -0.2331
C  -3.23960  4.44682  -0.58904  -0.1061
C  -1.35271  3.29846  -1.52759  -0.1898
C  0.16975  3.22641  -1.52932  -0.1712
H  2.99428  -5.15294  1.31509  0.0800
H  2.92134  -4.31552  -0.23378  0.0861
H  2.71897  -3.40188  1.26593  0.0781
H  1.19335  -6.69620  0.53590  0.1100
H  -1.23906  -7.08077  0.44912  0.1000
H  -2.79152  -5.17433  0.61292  0.1102
H  -1.70418  -1.70318  1.33038  0.0788
H  -3.06995  -2.82809  1.44834  0.0800
H  -2.53511  -2.25461  -0.12993  0.0860
H  -0.06698  -1.36346  -0.81406  0.1338
H  1.52428  -2.14721  -0.92598  0.1344
H  0.89123  0.37844  0.68546  0.1256
H  2.49263  -0.40150  0.56510  0.1338
H  2.69683  1.95169  -2.10225  0.1188
H  3.61076  1.28774  -0.72878  0.1246
H  2.62487  3.61564  -0.39218  0.1278
H  2.32739  2.42253  0.88993  0.1167
H  0.53541  3.52333  1.75420  0.1216
H  0.58529  4.83029  0.54111  0.1271
H  -1.67177  4.62806  1.48675  0.1201
H  -1.73630  2.89792  1.05302  0.1261
H  -3.53546  4.77569  -1.58434  0.0823
H  -3.52295  5.21431  0.13014  0.0823
H  -3.78616  3.52070  -0.34817  0.0870
H  -1.70187  3.60234  -2.51747  0.1211
H  -1.75619  2.29432  -1.30502  0.1277
H  0.48387  2.46586  -2.24408  0.1155
H  0.57787  4.20634  -1.83640  0.1308

=====

[2]
The following is a DFT calculation (ωB97M-V with the def2-TZVPD basis set) of the molecule C17H28N2O4.

Computed properties:
- Orbital gap: 9.11 eV
- 2S+1: 1
- SMILES: COc1cccc(OC)c1OCCOCCN1CCN(C)CC1
- Energy relative to the best compared isomer or geometry (same formula, charge and spin): 308.5 kJ/mol
- Electronic energy: -1074.96918 Eh
- LUMO: 0.81 eV
- HOMO energy: -0.30499 Eh

Last column: Löwdin charge in e.
Positions of all 51 atoms, in Å:
C  -1.02171  2.26856  -2.25680  -0.0709
O  -1.82889  1.67295  -1.27244  -0.0688
C  -1.73587  0.32798  -1.09020  -0.2057
C  -0.86472  -0.50861  -1.77828  -0.0339
C  -0.83756  -1.85824  -1.48658  -0.0900
C  -1.66587  -2.40074  -0.52283  -0.0282
C  -2.55876  -1.58382  0.16187  -0.2074
O  -3.42531  -2.02047  1.12221  -0.0787
C  -3.48439  -3.39749  1.39822  -0.0793
C  -2.59824  -0.21046  -0.12315  -0.1528
O  -3.51139  0.62306  0.48280  -0.0247
C  -3.33695  0.85772  1.86806  -0.1325
C  -2.20806  1.87137  2.16813  -0.1601
O  -1.15821  1.32811  2.94212  -0.1391
C  -0.20487  0.56582  2.23153  -0.1893
C  0.86835  1.44828  1.57770  -0.1617
N  1.51241  0.79791  0.45090  -0.1641
C  2.23753  -0.40150  0.83226  -0.1702
C  2.83012  -1.06526  -0.40533  -0.1840
N  3.73873  -0.15426  -1.07485  -0.2277
C  4.38765  -0.77537  -2.20714  -0.1037
C  3.01622  1.04234  -1.45513  -0.1945
C  2.43191  1.70510  -0.21379  -0.1870
H  0.04182  2.13103  -2.03770  0.0740
H  -1.26284  3.33055  -2.23160  0.0975
H  -1.24432  1.87367  -3.25353  0.0998
H  -0.20341  -0.11538  -2.53200  0.0969
H  -0.15971  -2.50603  -2.02246  0.1046
H  -1.61898  -3.45784  -0.31874  0.1008
H  -4.26194  -3.51072  2.15222  0.0952
H  -3.75623  -3.97467  0.50894  0.0973
H  -2.53588  -3.77025  1.79940  0.0963
H  -4.29872  1.25323  2.19971  0.1285
H  -3.13628  -0.07416  2.40698  0.1265
H  -2.59690  2.69690  2.76818  0.1256
H  -1.84293  2.27151  1.21534  0.1163
H  -0.68224  -0.04408  1.45565  0.1122
H  0.24307  -0.09471  2.97857  0.1259
H  0.37983  2.34904  1.19474  0.1196
H  1.59823  1.76497  2.34375  0.1294
H  1.54588  -1.09745  1.30801  0.1162
H  3.05156  -0.16581  1.54044  0.1305
H  3.38810  -1.95600  -0.10646  0.1225
H  2.00395  -1.37190  -1.07045  0.1103
H  3.67477  -1.10115  -2.98207  0.0865
H  5.08387  -0.06548  -2.65177  0.0828
H  4.94753  -1.64392  -1.86350  0.0828
H  3.71005  1.73136  -1.94378  0.1219
H  2.19867  0.80825  -2.16196  0.1127
H  1.88982  2.61022  -0.50054  0.1141
H  3.26112  1.99584  0.45533  0.1279

=====

[3]
The following is a DFT calculation (ωB97M-V with the def2-TZVPD basis set) of the molecule C17H28N2O4.

Computed properties:
- Orbital gap: 8.99 eV
- 2S+1: 1
- SMILES: COc1cc(CNCCCO)ccc1OCC(=O)NC(C)(C)C
- Energy relative to the best compared isomer or geometry (same formula, charge and spin): 102.8 kJ/mol
- Electronic energy: -1075.04753 Eh
- LUMO: 0.64 eV
- HOMO energy: -0.30665 Eh

Last column: Löwdin charge in e.
Positions of all 51 atoms, in Å:
C  -2.96979  0.87289  1.45612  -0.0636
O  -2.35548  1.50927  0.36318  -0.0994
C  -1.69977  0.75684  -0.56704  -0.1903
C  -1.73235  -0.63203  -0.59154  0.0247
C  -1.08316  -1.36599  -1.57518  -0.2284
C  -1.05575  -2.87368  -1.52281  -0.1705
N  0.22034  -3.40457  -1.05505  -0.0772
C  0.56133  -3.01994  0.30686  -0.2313
C  1.84982  -3.70911  0.75443  -0.1717
C  1.69361  -5.23207  0.80186  -0.2877
O  1.52090  -5.80378  -0.46641  -0.0852
C  -0.38393  -0.68899  -2.56250  -0.0440
C  -0.31937  0.69009  -2.54043  0.0025
C  -0.95221  1.43238  -1.54959  -0.2072
O  -0.76867  2.78871  -1.64481  -0.0324
C  -0.97306  3.62303  -0.52304  -0.0818
C  -0.21498  3.18730  0.73790  -0.4744
O  -0.58322  3.51725  1.84529  0.0643
N  0.87211  2.44224  0.46883  0.1370
C  1.73305  1.78996  1.45455  -0.5762
C  2.41945  2.85435  2.31354  -0.0297
C  2.76542  0.97346  0.67847  -0.0317
C  0.88132  0.86805  2.33112  -0.0241
H  -3.29902  1.68110  2.10683  0.1027
H  -3.83464  0.27949  1.14128  0.0985
H  -2.26563  0.23838  2.00223  0.0926
H  -2.28885  -1.16358  0.16471  0.1122
H  -1.22918  -3.28769  -2.52004  0.1231
H  -1.83494  -3.24682  -0.85257  0.1204
H  0.95943  -3.09371  -1.68137  0.1238
H  -0.26416  -3.33654  0.95306  0.1260
H  0.67349  -1.92784  0.41780  0.0961
H  2.12032  -3.34704  1.74726  0.1104
H  2.65805  -3.45727  0.06431  0.1148
H  2.59488  -5.68727  1.22230  0.1138
H  0.84377  -5.48556  1.45597  0.1145
H  0.83976  -5.27661  -0.91883  0.0532
H  0.11842  -1.23706  -3.34598  0.1139
H  0.23129  1.23064  -3.29467  0.1226
H  -2.03235  3.72062  -0.26964  0.1333
H  -0.59673  4.60324  -0.83483  0.1417
H  1.10344  2.28905  -0.50049  0.1368
H  3.02669  3.50868  1.69203  0.0854
H  1.66691  3.45268  2.81907  0.0778
H  3.05730  2.38476  3.05719  0.0839
H  3.42033  0.44793  1.36811  0.0881
H  3.37557  1.62174  0.05281  0.0860
H  2.27176  0.23851  0.04430  0.0751
H  0.38992  0.11559  1.71619  0.0657
H  1.50343  0.36709  3.06777  0.0869
H  0.12469  1.45341  2.84574  0.0787

=====

[4]
The following is a DFT calculation (ωB97M-V with the def2-TZVPD basis set) of the molecule C17H28N2O5S.

Computed properties:
- Orbital gap: 9.25 eV
- 2S+1: 1
- SMILES: CCOc1ccc(OCC)c(S(=O)(=O)NCCCN2CCOCC2)c1
- Energy relative to the best compared isomer or geometry (same formula, charge and spin): 7.2 kJ/mol
- Electronic energy: -1548.43331 Eh
- LUMO: 0.68 eV
- HOMO energy: -0.31463 Eh

Last column: Löwdin charge in e.
Positions of all 53 atoms, in Å:
C  0.64534  -0.06206  5.38151  -0.0607
C  -0.02070  0.10678  4.02539  -0.2522
O  0.80513  0.95611  3.24622  -0.0467
C  0.43575  1.23798  1.97671  -0.2663
C  1.29687  2.06774  1.25073  0.0205
C  1.03251  2.40547  -0.05963  0.0118
C  -0.10950  1.91489  -0.69245  -0.2992
O  -0.39788  2.10183  -2.01808  -0.1018
C  -0.37962  3.44033  -2.50543  -0.2190
C  -1.37618  4.32371  -1.76833  -0.0542
C  -0.96698  1.10919  0.04102  -0.2083
S  -2.48222  0.53298  -0.73363  0.6673
O  -3.23680  1.70030  -1.08458  -0.2753
O  -3.08671  -0.43184  0.13992  -0.2884
N  -2.09808  -0.24422  -2.13943  -0.1138
C  -1.88595  -1.66924  -2.17634  -0.2354
C  -0.42432  -2.12127  -2.10906  -0.1562
C  0.23765  -1.71247  -0.79453  -0.2030
N  1.38786  -2.53638  -0.46254  -0.1651
C  1.79710  -2.33007  0.91762  -0.1703
C  2.96630  -3.25888  1.24292  -0.1964
O  4.05970  -3.03001  0.38691  -0.1311
C  3.67349  -3.20911  -0.95460  -0.1975
C  2.52139  -2.27980  -1.33600  -0.1662
C  -0.71660  0.76687  1.35358  0.0032
H  0.75458  0.90488  5.86449  0.0784
H  0.04132  -0.70912  6.01057  0.0773
H  1.63143  -0.50144  5.25899  0.0772
H  -0.12868  -0.86682  3.52901  0.1194
H  -1.01610  0.55508  4.14032  0.1297
H  2.18399  2.43465  1.74249  0.1236
H  1.72179  3.03878  -0.59658  0.1206
H  0.63472  3.85635  -2.45000  0.1129
H  -0.65883  3.33945  -3.55665  0.1250
H  -1.50870  5.26013  -2.30242  0.0787
H  -1.02564  4.53706  -0.76041  0.0788
H  -2.32928  3.80286  -1.69816  0.0647
H  -1.53905  0.32193  -2.75608  0.1043
H  -2.44569  -2.06159  -1.32530  0.1094
H  -2.33844  -2.05443  -3.09738  0.1201
H  -0.39809  -3.20912  -2.18717  0.1207
H  0.11853  -1.70202  -2.95850  0.1082
H  -0.49296  -1.83649  0.00926  0.1222
H  0.51971  -0.64740  -0.83457  0.1155
H  0.95505  -2.56626  1.57188  0.1223
H  2.10185  -1.28240  1.09541  0.1289
H  3.32831  -3.08304  2.25739  0.1244
H  2.63096  -4.30264  1.14742  0.1268
H  4.55700  -2.99719  -1.55922  0.1248
H  3.35952  -4.25149  -1.11555  0.1270
H  2.22995  -2.47775  -2.36787  0.1185
H  2.85722  -1.22964  -1.25375  0.1337
H  -1.44015  0.13705  1.84357  0.1113